ORCA calculation (the ωB97M-V functional and the def2-TZVPD basis) on a molecular structure, C22H34N2O6P2Zr in a non-equilibrium geometry.

The geometry in XYZ format:
```
67
Properties=species:S:1:pos:R:3:nbo_charge:R:1
P 0.19 -1.81 -0.28 0.761
P -0.10 1.53 -0.23 0.744
C -0.19 -0.82 -1.79 -0.709
C 0.37 0.61 -1.73 -0.710
H -1.28 -0.82 -1.89 0.257
H 0.24 -1.38 -2.63 0.285
H 1.47 0.63 -1.76 0.258
H -0.02 1.23 -2.55 0.288
C -1.77 2.15 -0.41 -0.943
H -2.01 2.78 0.45 0.279
H -2.50 1.33 -0.48 0.268
H -1.74 2.73 -1.33 0.273
C 1.00 2.90 0.01 -0.942
H 0.94 3.47 -0.91 0.278
H 2.02 2.54 0.20 0.271
H 0.65 3.48 0.87 0.280
C -0.91 -3.22 -0.28 -0.933
H -0.64 -3.89 0.54 0.275
H -0.76 -3.68 -1.25 0.267
H -1.94 -2.87 -0.15 0.265
C 1.88 -2.43 -0.47 -0.939
H 2.61 -1.61 -0.43 0.257
H 1.91 -2.94 -1.44 0.273
H 2.08 -3.13 0.35 0.275
Zr 0.10 -0.07 1.80 2.360
C 0.57 1.53 -5.72 -0.188
C -0.75 1.58 -5.46 -0.191
C -1.86 0.77 -6.07 -0.435
C -1.47 -0.55 -6.77 -0.453
C -0.77 -1.51 -5.85 -0.183
C 0.54 -1.57 -5.55 -0.197
C 1.68 -0.73 -6.05 -0.433
C 1.31 0.64 -6.68 -0.453
C 0.04 -1.84 3.11 -1.253
H 1.21 2.24 -5.18 0.196
H -1.10 2.34 -4.76 0.186
H -2.44 1.39 -6.78 0.240
H -2.57 0.54 -5.25 0.198
H -2.41 -1.03 -7.09 0.231
H -0.90 -0.33 -7.68 0.222
H -1.43 -2.25 -5.39 0.200
H 0.86 -2.38 -4.88 0.185
H 2.28 -1.30 -6.78 0.240
H 2.34 -0.55 -5.19 0.194
H 2.26 1.13 -6.93 0.230
H 0.77 0.48 -7.62 0.224
H 0.72 -1.46 3.92 0.256
H 0.36 -2.79 2.68 0.255
H -1.01 -1.84 3.48 0.269
O 1.72 0.82 3.59 -0.628
C 0.59 0.95 4.13 0.758
O -0.51 1.09 3.37 -0.831
C 0.32 0.96 5.58 -0.174
C 1.28 0.34 6.39 -0.097
C 1.00 0.06 7.75 0.022
C -0.25 0.41 8.29 -0.079
C -1.22 1.03 7.47 0.022
C -0.95 1.28 6.11 -0.096
N -2.52 1.38 8.04 0.500
O -2.70 1.13 9.24 -0.314
O -3.34 1.92 7.28 -0.348
N 1.98 -0.65 8.55 0.499
O 3.05 -0.95 8.01 -0.345
O 1.67 -0.89 9.73 -0.315
H 2.24 0.05 5.96 0.274
H -0.47 0.19 9.34 0.305
H -1.72 1.72 5.47 0.270
```

The value obtained for the energy relative to the best compared isomer or geometry (same formula, charge and spin) is 7.77 kcal per mole. Its net charge is +2. As for the highest occupied orbital energy: -13.44 eV.